1.
Below is a single C5H10N2O2 molecule in a non-equilibrium geometry, with properties calculated with the ωB97M-V functional and the def2-TZVPD basis.

```
19
Properties=species:S:1:pos:R:3:forces:R:3
C -0.874 1.245 -1.163 0.064 0.107 -0.247
C -0.548 0.828 0.266 1.599 -0.085 -0.384
C -1.711 0.108 0.940 0.075 -0.425 0.062
N 0.807 0.096 0.342 -0.801 0.805 1.296
N 1.970 0.916 0.323 0.249 0.459 -0.375
C 0.994 -1.222 -0.058 -0.926 -0.208 -0.297
O 2.293 -1.701 -0.155 0.056 -0.117 0.065
C 0.002 -2.038 -0.318 0.217 -0.226 -0.160
O -0.810 -2.851 -0.574 -0.501 -0.329 -0.108
H -1.733 1.926 -1.176 0.040 -0.136 0.028
H -0.032 1.775 -1.622 -0.074 -0.112 0.173
H -1.114 0.385 -1.794 -0.005 0.009 0.101
H -0.381 1.744 0.847 0.293 -0.244 -0.101
H -2.148 -0.665 0.302 0.106 0.005 0.082
H -2.518 0.819 1.151 0.259 -0.011 -0.094
H -1.409 -0.346 1.888 -0.013 0.052 -0.124
H 2.780 0.358 0.029 -0.604 0.272 -0.022
H 2.179 1.234 1.270 -0.149 -0.352 -0.058
H 2.254 -2.612 -0.498 0.115 0.536 0.166
```
Positions in Å, forces in eV/Å.

Output
* energy relative to the best compared isomer or geometry (same formula, charge and spin): 445.5 kJ/mol
* strongest force on any atom: 1.7 eV Å⁻¹
* multiplicity: 1
* Kohn-Sham gap: 0.26017 hartree
* SMILES: CC(C)N(N)C(O)=C=O

2.
Below is a single C5H8O2 molecule, with properties calculated with the ωB97M-V functional and the def2-TZVPD basis.

```
15
Properties=species:S:1:pos:R:3:forces:R:3
O 0.259 -0.852 -1.194 0.186 -0.021 0.156
C -0.333 -0.196 0.007 -0.031 -0.038 0.045
C 0.837 -0.339 0.918 -0.035 0.309 0.189
C 1.989 0.365 0.465 -0.073 -0.183 0.096
O 2.132 0.768 -0.713 -0.131 -0.038 0.121
C -1.770 -0.451 0.256 -0.056 -0.139 0.078
C -1.302 0.908 -0.230 0.035 0.183 -0.043
H 0.967 -0.138 -1.419 -0.035 -0.098 0.053
H 0.712 -0.579 1.970 0.043 0.067 -0.184
H 0.902 -1.309 -0.310 -0.039 0.067 -0.398
H 2.831 0.494 1.170 -0.128 -0.040 -0.119
H -2.088 -0.559 1.289 0.069 0.028 -0.170
H -2.294 -1.079 -0.460 0.114 0.112 0.124
H -1.538 1.176 -1.257 0.072 -0.056 0.183
H -1.288 1.736 0.473 0.012 -0.154 -0.130
```
Positions in Å, forces in eV/Å.

Output
* energy relative to the best compared isomer or geometry (same formula, charge and spin): 373.7 kJ/mol
* strongest force on any atom: 0.4 eV Å⁻¹
* multiplicity: 1
* Kohn-Sham gap: 0.35076 hartree

3.
Below is C16H42N3O7Zn as an isolated structure in a non-equilibrium geometry, with properties calculated with the ωB97M-V functional and the def2-TZVPD basis.

```
69
Properties=species:S:1:pos:R:3:forces:R:3
Zn -1.612 -4.671 -3.094 0.541 0.654 0.693
O 0.454 -2.552 -1.216 -0.246 -0.456 -0.640
H 0.339 -2.075 -0.371 -0.325 -0.199 -0.023
C -5.045 -6.341 2.146 0.428 1.194 0.775
C -3.851 -5.526 2.731 -0.317 -1.425 -1.308
C -3.653 -5.752 4.233 0.096 0.462 -0.311
O -2.448 -5.118 4.687 -0.776 0.017 0.296
C -2.067 -5.422 6.037 -0.023 -0.446 0.027
N -2.707 -6.008 1.919 0.750 1.543 0.640
H -6.005 -5.853 2.315 -0.139 -0.459 0.704
H -4.890 -7.315 2.610 -0.856 -0.299 -0.421
H -4.990 -6.354 1.058 0.470 -0.330 0.113
H -3.987 -4.465 2.517 0.212 0.064 0.049
H -3.612 -6.825 4.418 0.037 -0.207 0.138
H -4.539 -5.336 4.714 -0.038 0.022 0.450
H -2.793 -5.972 6.636 -0.420 -0.481 -0.600
H -1.928 -4.566 6.698 0.353 0.583 -0.715
H -1.157 -6.018 5.973 0.082 0.094 0.278
H -2.385 -6.940 2.135 -0.640 -0.563 0.195
H -1.964 -5.462 2.332 0.800 0.254 -0.369
C -3.176 1.997 -2.062 -0.156 1.193 0.599
C -2.583 2.897 -3.160 -0.970 -2.320 -0.885
C -1.409 3.727 -2.826 0.406 1.024 1.640
O -0.804 4.279 -3.981 0.030 -0.431 0.685
C 0.295 5.136 -3.700 -0.532 0.842 -0.936
N -2.050 1.903 -4.144 -0.282 1.332 -0.148
H -3.223 2.524 -1.109 0.166 -0.068 0.226
H -2.584 1.087 -1.959 0.060 0.101 0.154
H -4.208 1.705 -2.255 0.125 0.018 -0.404
H -3.338 3.542 -3.610 -0.156 -0.254 -0.241
H -0.743 3.068 -2.269 0.688 0.041 0.057
H -1.719 4.511 -2.136 0.083 0.390 0.140
H -0.051 6.121 -3.385 -0.270 0.010 0.490
H 0.714 5.354 -4.682 0.491 -0.356 0.157
H 1.030 4.782 -2.976 -0.075 -0.443 -0.140
H -1.441 2.548 -4.627 0.304 -0.488 -1.448
H -1.384 1.379 -3.595 0.106 -0.619 0.078
C 6.730 -1.569 -3.749 -0.212 0.622 0.052
C 6.085 -1.782 -5.132 2.912 -0.704 0.533
C 7.248 -1.894 -6.175 -1.456 -0.271 -0.907
O 6.672 -2.260 -7.494 1.030 0.388 0.708
C 7.021 -3.538 -8.062 -0.258 -0.121 1.415
N 5.370 -3.035 -5.035 -0.965 0.515 -0.441
H 7.569 -0.874 -3.705 -0.162 0.334 -0.348
H 7.129 -2.474 -3.291 -0.373 -0.277 -0.279
H 5.929 -1.159 -3.134 0.199 -0.050 0.496
H 5.387 -0.969 -5.332 0.373 0.354 -0.477
H 8.060 -2.562 -5.888 -0.462 -0.642 0.194
H 7.753 -0.928 -6.160 -0.272 0.336 -0.847
H 8.087 -3.756 -8.127 0.247 0.652 -0.396
H 6.498 -3.692 -9.006 0.207 0.484 0.019
H 6.687 -4.327 -7.388 -0.380 -0.165 0.198
H 4.696 -2.793 -4.322 -0.318 -0.708 0.752
H 4.769 -2.997 -5.846 -0.118 -0.744 -0.663
C -2.394 8.353 6.833 2.128 0.010 -0.500
C -3.264 7.167 6.623 -0.753 -1.051 0.806
O -2.720 6.180 5.744 -0.823 0.600 -1.135
C -1.732 5.405 6.152 0.257 2.244 0.632
O -1.242 5.447 7.249 0.124 -0.961 0.041
O -1.316 4.831 5.050 1.080 -1.766 -0.191
C -0.176 3.972 5.085 1.162 -0.099 -0.942
H -1.436 8.189 7.326 -0.419 -0.442 1.040
H -2.874 9.241 7.246 -0.101 -0.195 -0.290
H -1.927 8.500 5.859 -0.665 0.925 -0.568
H -4.157 7.540 6.123 -0.156 -0.486 0.056
H -3.508 6.546 7.485 -0.326 0.806 0.556
H 0.611 4.093 5.830 -0.830 0.554 0.816
H 0.377 4.246 4.186 -0.242 -0.309 -0.335
H -0.421 2.911 5.046 -0.433 0.171 0.015
```
Positions in Å, forces in eV/Å.

Output
* strongest force on any atom: 3.0 eV Å⁻¹
* total charge: +1
* multiplicity: 1
* Kohn-Sham gap: 0.06171 hartree

4.
Below is an isolated ion of composition C2H6NO3S and charge -1 in a non-equilibrium geometry, with properties calculated with the ωB97M-V functional and the def2-TZVPD basis.

```
13
Properties=species:S:1:pos:R:3:forces:R:3
C -0.244 0.530 -1.477 -0.652 -1.781 -2.675
C 0.025 -0.231 0.687 0.658 -2.358 1.272
N -0.913 0.108 -0.324 -0.123 -1.552 0.374
O -3.655 -0.956 -0.684 0.388 0.102 -0.001
O -3.867 -0.153 1.605 0.220 -0.130 0.546
O -1.873 0.975 0.156 -0.420 -0.110 -0.120
S -3.703 0.206 0.204 0.040 0.524 -0.595
H -0.677 0.010 -2.420 0.438 1.021 1.141
H -0.294 1.573 -1.588 0.105 1.690 -0.340
H 0.776 0.172 -1.420 0.377 0.231 -0.145
H 0.596 0.640 1.044 -0.121 0.063 0.437
H -0.589 -0.758 1.455 0.810 0.797 0.087
H 0.839 -1.037 0.390 -1.720 1.503 0.020
```
Positions in Å, forces in eV/Å.

Output
* energy relative to the best compared isomer or geometry (same formula, charge and spin): 295.0 kJ/mol
* strongest force on any atom: 3.3 eV Å⁻¹
* total charge: -1
* multiplicity: 1
* Kohn-Sham gap: 0.27392 hartree

5.
Below is a single C4H9NO molecule in a non-equilibrium geometry, with properties calculated with the ωB97M-V functional and the def2-TZVPD basis.

```
15
Properties=species:S:1:pos:R:3:forces:R:3
C 0.318 -1.859 0.653 2.311 1.627 3.245
C 0.919 -0.593 0.050 -1.643 1.411 0.144
O 2.074 -0.522 -0.285 0.220 -0.044 -0.033
N 0.032 0.579 -0.063 2.226 -3.097 0.345
C 0.584 1.650 -0.815 -1.368 1.500 3.170
C -1.365 0.417 0.087 -0.564 -1.116 0.783
H 0.255 -1.747 1.806 -0.054 0.172 -1.749
H -0.619 -2.022 0.319 -3.041 -0.766 -1.131
H 0.933 -2.723 0.556 0.670 -0.392 -0.636
H 0.374 2.615 -0.290 -0.138 -0.504 -0.559
H 1.599 1.520 -0.744 2.509 -0.134 -0.583
H 0.182 1.630 -1.750 -0.697 0.375 -2.969
H -1.878 1.334 0.266 -0.042 0.914 0.633
H -1.953 -0.011 -0.722 0.372 -0.378 -0.713
H -1.453 -0.269 0.933 -0.758 0.431 0.052
```
Positions in Å, forces in eV/Å.

Output
* energy relative to the best compared isomer or geometry (same formula, charge and spin): 141.4 kJ/mol
* strongest force on any atom: 4.3 eV Å⁻¹
* multiplicity: 1
* Kohn-Sham gap: 0.36197 hartree
* SMILES: CC(=O)N(C)C

6.
Below is C15H22N5O4S2Ti as an isolated structure in a non-equilibrium geometry, with properties calculated with the ωB97M-V functional and the def2-TZVPD basis.

```
49
Properties=species:S:1:pos:R:3:forces:R:3
Ti -1.161 0.249 -0.490 2.718 -0.572 0.102
S 2.198 -0.794 -1.956 -0.047 0.104 -0.017
C 1.754 0.861 -1.907 0.251 -0.031 0.061
C 2.682 1.839 -2.375 -0.005 -0.218 -0.022
C 2.389 3.167 -2.358 -0.135 0.173 0.061
C 1.142 3.591 -1.862 0.050 -0.099 -0.016
C 0.284 2.624 -1.422 0.067 0.092 -0.072
N 0.557 1.296 -1.434 -0.396 -0.111 0.024
H 3.630 1.472 -2.740 -0.005 0.017 -0.011
H 3.116 3.885 -2.719 -0.016 0.032 0.003
H 0.850 4.630 -1.822 0.045 0.032 -0.017
H -0.688 2.900 -1.028 0.015 -0.002 -0.006
O -4.077 1.389 0.022 -0.423 0.209 0.167
N -3.295 0.748 -0.601 -1.346 -0.156 -0.708
O -2.586 1.250 -1.567 -0.155 0.169 0.477
O -3.068 -0.507 -0.372 -0.114 0.452 0.237
S -0.766 -1.952 -4.754 0.022 -0.076 -0.076
C -1.382 -3.055 -3.602 -0.032 0.022 0.132
C -1.492 -2.440 -2.399 -0.001 -0.115 -0.011
N -1.091 -1.131 -2.382 -0.190 0.221 0.100
C -0.690 -0.753 -3.561 0.066 0.159 0.157
H -1.637 -4.070 -3.852 0.004 -0.005 -0.032
H -1.863 -2.888 -1.490 0.000 -0.006 -0.011
H -0.314 0.239 -3.759 0.008 0.010 -0.039
C 0.373 1.488 2.947 -0.006 -0.014 0.180
C -1.055 1.526 2.416 0.100 -0.018 -0.276
C -1.642 2.928 2.508 -0.051 0.066 0.176
C -1.941 0.506 3.117 -0.038 0.062 0.275
O -0.999 1.185 1.042 -0.373 -0.302 -0.591
H 0.407 1.758 4.005 -0.030 0.018 -0.022
H 1.002 2.182 2.389 -0.004 0.020 -0.027
H 0.788 0.484 2.839 -0.013 -0.012 -0.042
H -1.735 3.241 3.551 0.014 -0.017 -0.034
H -2.631 2.956 2.051 -0.009 -0.036 -0.012
H -1.001 3.643 1.993 0.030 -0.014 -0.039
H -2.109 0.805 4.155 0.011 -0.060 -0.029
H -1.474 -0.480 3.113 0.024 -0.007 -0.056
H -2.908 0.433 2.620 -0.014 0.049 -0.037
C 3.035 -2.575 0.969 0.042 -0.007 0.053
N 1.644 -3.014 1.007 -0.060 -0.117 0.031
C 1.326 -4.383 1.387 0.044 0.040 0.040
C 0.692 -2.187 0.685 -0.013 0.062 -0.244
N -0.128 -1.440 0.368 -0.128 0.050 0.167
H 3.607 -3.271 0.355 0.036 0.015 0.008
H 3.445 -2.547 1.980 0.030 0.001 -0.014
H 3.079 -1.594 0.500 0.040 -0.014 0.006
H 1.950 -5.067 0.812 -0.013 -0.014 0.010
H 0.281 -4.586 1.167 -0.012 -0.023 0.017
H 1.504 -4.540 2.453 0.013 -0.026 -0.019
```
Positions in Å, forces in eV/Å.

Output
* energy relative to the best compared isomer or geometry (same formula, charge and spin): 96.2 kJ/mol
* strongest force on any atom: 2.8 eV Å⁻¹
* multiplicity: 2
* Kohn-Sham gap (spin up / spin down): 0.26897 / 0.25718 hartree

7.
Below is a single C5H9N molecule, with properties calculated with the ωB97M-V functional and the def2-TZVPD basis.

```
15
Properties=species:S:1:pos:R:3:forces:R:3
C 2.225 0.539 -0.660 -0.057 0.044 0.000
C 1.041 0.203 0.166 -0.009 0.227 -0.415
C -1.535 -0.443 1.334 -0.046 -0.021 0.246
N -1.478 0.162 0.013 0.004 0.139 -0.058
C -0.205 0.736 -0.404 0.195 -0.117 0.009
C -1.462 -1.288 0.118 -0.032 -0.264 -0.052
H 2.052 0.986 -1.655 0.000 -0.024 0.219
H 2.803 -0.391 -0.770 -0.061 0.161 0.019
H 2.892 1.187 -0.072 -0.088 -0.136 -0.015
H -2.486 -0.321 1.849 0.178 -0.009 -0.093
H -0.637 -0.397 1.949 -0.171 -0.015 -0.143
H -0.144 1.785 -0.033 0.084 -0.083 -0.010
H -0.222 0.831 -1.504 0.060 -0.070 0.135
H -0.506 -1.785 -0.063 -0.185 0.084 0.050
H -2.339 -1.803 -0.267 0.128 0.083 0.108
```
Positions in Å, forces in eV/Å.

Output
* energy relative to the best compared isomer or geometry (same formula, charge and spin): 466.6 kJ/mol
* strongest force on any atom: 0.5 eV Å⁻¹
* multiplicity: 1
* Kohn-Sham gap: 0.31309 hartree

Question: Which of these has the highest strongest force on any atom?
Answer: C4H9NO

Question: The highest multiplicity belongs to which entry?
Answer: C15H22N5O4S2Ti